(1)
{"formula": "C28H46ClN6NiSe", "method": "ωB97M-V/def2-TZVPD", "symbols": ["Se", "Ni", "Cl", "N", "N", "N", "N", "N", "N", "C", "C", "C", "C", "C", "C", "C", "C", "C", "C", "C", "C", "C", "C", "C", "C", "C", "C", "C", "C", "C", "C", "C", "C", "C", "C", "C", "C", "H", "H", "H", "H", "H", "H", "H", "H", "H", "H", "H", "H", "H", "H", "H", "H", "H", "H", "H", "H", "H", "H", "H", "H", "H", "H", "H", "H", "H", "H", "H", "H", "H", "H", "H", "H", "H", "H", "H", "H", "H", "H", "H", "H", "H", "H"], "positions_angstrom": [[0.065, 2.832, -1.122], [-1.277, -1.769, -0.831], [4.184, -3.379, -4.904], [-1.918, -0.051, -1.933], [-1.856, -1.322, 1.250], [-3.276, -2.316, -1.027], [-0.376, 2.022, 1.592], [-0.885, -3.690, -1.275], [1.599, 1.445, 0.841], [5.541, 0.555, -0.952], [0.448, 2.082, 0.511], [-0.959, 5.082, 1.954], [2.286, -2.894, -1.427], [-1.768, 5.693, 0.816], [0.240, 1.296, 2.604], [3.116, -3.394, -2.421], [1.493, 0.924, 2.121], [1.561, -1.147, -2.890], [1.929, -0.232, 4.136], [2.363, 0.153, 2.877], [-0.192, 0.921, 3.869], [-2.086, -4.462, -0.916], [1.483, -1.771, -1.639], [-3.906, -2.226, 0.315], [0.676, 0.146, 4.624], [-3.278, -3.725, -1.493], [-3.928, -1.425, -2.014], [2.726, 1.197, -0.052], [4.988, 1.972, -0.844], [-3.309, -1.138, 1.195], [2.384, -1.632, -3.891], [0.556, -1.258, -0.600], [-1.688, 2.643, 1.719], [3.900, 2.125, 0.217], [-1.647, 3.885, 2.605], [3.153, -2.763, -3.653], [-3.386, -0.008, -1.958], [6.387, 0.518, -1.638], [-0.779, 5.836, 2.723], [4.315, 1.926, 1.210], [-1.536, 0.867, -1.688], [-3.188, -3.719, -2.580], [2.579, -0.829, 4.760], [3.530, 3.153, 0.226], [-3.501, -0.152, 0.777], [-3.759, -3.186, 0.815], [-4.988, -2.085, 0.215], [0.525, -0.168, -0.649], [-3.775, 0.549, -2.816], [-2.021, 2.881, 0.709], [0.381, -0.162, 5.618], [0.878, -1.568, 0.402], [-2.144, -4.500, 0.173], [-1.617, -2.126, 1.823], [0.986, -0.243, -3.065], [-3.730, 0.518, -1.070], [-1.822, 5.022, -0.042], [-2.676, 4.148, 2.867], [-0.047, -4.042, -0.824], [-5.016, -1.427, -1.884], [5.799, 2.664, -0.610], [-3.725, -1.831, -3.006], [-2.056, -5.492, -1.279], [0.027, 4.781, 1.586], [-1.563, -0.237, -2.868], [-2.365, 1.894, 2.140], [4.587, 2.288, -1.811], [-1.312, 6.620, 0.469], [-1.154, 1.227, 4.257], [-4.218, -4.229, -1.250], [2.997, 0.147, 0.063], [2.444, -1.135, -4.850], [-2.784, 5.925, 1.141], [3.739, -4.259, -2.242], [3.337, -0.133, 2.505], [-3.792, -1.173, 2.177], [2.288, -3.372, -0.452], [4.795, -0.149, -1.325], [2.358, 1.338, -1.069], [-1.145, 3.627, 3.542], [-0.699, -3.753, -2.273], [-1.384, -0.528, 1.671], [5.889, 0.194, 0.019]], "atomic_forces_ev_per_a": [[-0.06, 0.01, -0.05], [-0.28, 0.07, -0.28], [0.00, 0.00, 0.00], [0.19, -0.04, 0.00], [0.09, -0.06, 0.08], [0.10, -0.04, 0.08], [-0.02, -0.08, -0.02], [0.20, 0.04, 0.06], [-0.07, -0.06, 0.00], [0.01, -0.02, 0.01], [0.10, 0.08, -0.02], [0.03, -0.02, -0.01], [-0.03, 0.03, -0.02], [-0.01, 0.01, 0.00], [0.07, 0.02, 0.04], [0.00, 0.02, -0.03], [-0.02, 0.02, 0.06], [0.02, -0.02, 0.04], [0.01, -0.01, 0.01], [-0.02, 0.00, -0.02], [0.01, -0.02, -0.03], [-0.03, 0.00, 0.03], [-0.05, -0.04, -0.05], [-0.07, 0.02, 0.02], [-0.01, 0.00, 0.00], [-0.05, -0.02, -0.03], [-0.05, 0.02, -0.01], [-0.04, 0.04, 0.00], [0.01, 0.02, 0.00], [0.01, 0.02, -0.04], [0.01, -0.02, 0.00], [-0.04, 0.07, -0.09], [0.03, 0.03, -0.01], [0.00, 0.02, 0.00], [0.00, -0.02, 0.02], [0.01, -0.01, -0.01], [-0.05, 0.04, -0.02], [0.01, 0.00, -0.01], [-0.02, 0.00, 0.01], [-0.01, -0.01, 0.00], [0.11, -0.08, 0.13], [0.01, -0.01, 0.00], [0.00, 0.00, 0.00], [0.01, 0.00, -0.01], [-0.01, 0.01, 0.04], [0.02, 0.01, 0.01], [0.01, -0.01, 0.00], [-0.06, -0.07, 0.04], [0.00, 0.00, 0.01], [-0.01, 0.01, 0.01], [0.00, 0.00, 0.00], [-0.04, 0.00, 0.00], [0.01, -0.03, 0.00], [-0.01, 0.04, 0.04], [-0.01, 0.00, 0.00], [0.02, -0.01, -0.01], [-0.02, -0.01, 0.01], [-0.01, 0.01, -0.02], [-0.05, -0.01, 0.03], [0.01, -0.01, -0.01], [0.00, 0.00, 0.00], [0.04, 0.01, 0.00], [-0.02, 0.02, -0.04], [0.00, 0.02, 0.00], [-0.01, 0.00, 0.01], [-0.01, -0.01, 0.01], [-0.01, -0.01, 0.00], [0.02, -0.01, -0.01], [0.00, 0.00, 0.00], [0.01, 0.00, 0.02], [0.02, 0.01, 0.00], [0.00, 0.00, -0.01], [0.00, 0.01, 0.01], [0.01, -0.01, 0.00], [0.01, 0.00, 0.00], [-0.01, -0.03, -0.02], [-0.01, 0.00, 0.02], [-0.01, -0.01, -0.01], [0.00, -0.01, 0.01], [-0.01, 0.01, 0.00], [0.02, 0.00, 0.02], [-0.02, 0.03, -0.04], [0.00, 0.00, 0.01]], "lowdin_charge": [0.711, 0.343, 0.676, 0.022, 0.043, -0.211, -0.022, 0.019, -0.028, -0.102, -0.696, -0.254, -0.070, -0.111, -0.172, -0.104, -0.153, -0.048, -0.072, 0.006, -0.015, -0.193, -0.313, -0.148, -0.076, -0.162, -0.154, -0.184, -0.250, -0.211, -0.097, -0.166, -0.159, -0.180, -0.180, -0.679, -0.204, 0.075, 0.110, 0.114, -0.013, 0.124, 0.109, 0.119, 0.094, 0.120, 0.133, 0.027, 0.127, 0.077, 0.108, 0.075, 0.114, 0.107, 0.105, 0.103, 0.028, 0.120, 0.099, 0.133, 0.109, 0.122, 0.128, 0.097, 0.100, 0.115, 0.112, 0.077, 0.114, 0.137, 0.117, 0.109, 0.077, 0.108, 0.117, 0.125, 0.112, 0.059, 0.077, 0.107, 0.120, 0.070, 0.078], "charge": 1, "lumo_energy_ev": [-2.17, -2.17], "multiplicity": 1, "homo_ev": [-10.06, -10.06], "energy_ha": -5792.8698, "largest_force_ev_per_a": 0.4, "homo_lumo_gap_ev": [7.8909, 7.8902]}

***

(2)
{"formula": "C18H18BrN3O7P2Pd", "method": "ωB97M-V/def2-TZVPD", "symbols": ["Pd", "Br", "P", "P", "O", "O", "O", "O", "O", "O", "O", "N", "N", "N", "C", "C", "C", "C", "C", "C", "C", "C", "C", "C", "C", "C", "C", "C", "C", "C", "C", "C", "H", "H", "H", "H", "H", "H", "H", "H", "H", "H", "H", "H", "H", "H", "H", "H", "H", "H"], "positions_angstrom": [[-0.087, -0.134, -0.413], [3.367, -4.225, 4.817], [0.469, -0.074, -3.220], [1.998, 1.774, -0.797], [3.262, 2.544, -0.928], [1.008, -0.255, -4.600], [1.659, 1.002, 0.455], [1.119, -1.710, -0.165], [0.753, 2.767, -1.171], [-0.529, 1.218, -3.247], [-0.204, -1.189, -2.470], [-0.965, -0.823, 1.435], [2.479, 1.635, -3.427], [-1.835, 1.101, -0.211], [3.015, -0.416, -2.173], [2.736, -2.987, 0.910], [1.970, 0.691, -2.337], [-4.747, 0.895, 2.075], [-2.243, -0.307, 1.689], [-2.664, 0.725, 0.819], [-4.348, -0.143, 2.863], [-0.256, -1.306, 2.389], [-3.092, -0.758, 2.660], [1.558, -2.193, 0.954], [-3.909, 1.340, 1.022], [3.256, -3.570, 2.032], [0.961, -2.020, 2.224], [2.642, -3.383, 3.283], [-3.429, 2.763, -0.848], [-4.279, 2.383, 0.143], [-2.200, 2.086, -0.994], [1.526, -2.611, 3.377], [-0.606, -1.174, 3.416], [3.955, 0.005, -1.808], [-4.991, -0.507, 3.653], [3.209, -3.120, -0.054], [-1.498, 2.355, -1.766], [4.153, -4.171, 1.964], [-2.811, -1.611, 3.264], [3.472, 1.816, -3.284], [2.654, -1.143, -1.453], [-3.677, 3.561, -1.533], [-5.702, 1.380, 2.229], [1.983, 2.525, -3.371], [1.045, -2.463, 4.337], [0.903, 3.618, -0.736], [2.248, 1.159, -4.317], [-1.268, 1.007, -3.836], [-5.239, 2.868, 0.273], [3.179, -0.927, -3.124]], "atomic_forces_ev_per_a": [[-1.54, -2.44, 1.67], [0.02, 0.02, 0.01], [0.32, 0.06, -0.21], [0.28, -0.09, 0.11], [-0.01, -0.08, 0.01], [0.01, -0.15, -0.01], [0.25, 0.50, -0.68], [0.11, 0.46, -0.55], [-0.02, 0.21, -0.02], [-0.06, 0.07, -0.13], [0.31, 0.83, 0.09], [-0.18, 0.19, 0.04], [-0.02, -0.07, 0.17], [0.58, 0.00, -0.32], [0.07, 0.13, -0.14], [-0.14, 0.00, -0.20], [-0.29, 0.01, 0.03], [0.05, 0.02, -0.05], [0.26, 0.07, -0.13], [0.10, 0.10, -0.18], [0.13, -0.09, 0.02], [-0.25, 0.04, 0.24], [-0.22, -0.07, 0.20], [0.11, 0.11, 0.19], [-0.12, 0.09, -0.01], [-0.02, 0.00, 0.20], [0.30, 0.10, 0.11], [0.20, -0.11, -0.19], [0.08, -0.05, -0.04], [-0.11, 0.03, 0.06], [-0.06, 0.13, 0.03], [-0.18, 0.13, -0.10], [-0.09, -0.21, -0.02], [0.00, 0.01, -0.01], [0.00, -0.01, -0.01], [0.00, -0.03, 0.03], [-0.02, 0.01, 0.01], [-0.01, 0.01, -0.01], [0.00, 0.04, 0.02], [-0.01, 0.06, 0.05], [-0.03, 0.02, 0.01], [0.02, 0.00, 0.00], [0.00, -0.02, -0.03], [-0.03, 0.00, 0.01], [0.00, 0.02, -0.02], [0.02, -0.01, -0.07], [0.08, -0.10, -0.13], [0.06, 0.07, -0.04], [0.02, 0.00, 0.01], [0.01, 0.02, -0.02]], "lowdin_charge": [1.013, 0.720, 0.303, 0.288, -0.308, -0.317, -0.339, -0.173, -0.192, -0.197, -0.325, 0.034, 0.155, 0.040, -0.080, 0.009, -0.492, -0.030, -0.195, -0.130, -0.060, -0.057, -0.003, -0.316, -0.147, -0.105, -0.132, -0.701, -0.024, 0.001, -0.098, -0.087, 0.138, 0.091, 0.110, 0.119, 0.078, 0.104, 0.117, 0.149, 0.051, 0.111, 0.116, 0.142, 0.109, 0.085, 0.121, 0.089, 0.123, 0.090], "lumo_energy_ev": [-1.11, -1.14], "multiplicity": 1, "homo_ev": [-7.86, -7.85], "energy_ha": -4772.4862, "largest_force_ev_per_a": 3.3, "homo_lumo_gap_ev": [6.7511, 6.7100]}